The following is a quantum chemistry calculation of a cluster of 8 separate species, C20H48N8O10 in total at a distorted geometry, from OMol25.

Each line ends with the Mulliken charge.
Atoms and positions in Å:
C: 0.315259 0.239850 1.547664  -0.3184
N: 0.175344 -0.260815 0.129378  1.0168
O: -0.936501 -0.219954 -0.375471  -0.3839
O: 1.236204 -0.546723 -0.402003  -0.3948
H: 0.462061 -0.681917 2.110594  0.3766
H: -0.625035 0.761310 1.726639  -0.0810
H: 1.183230 0.895623 1.616132  -0.0752
C: 1.005509 -1.770102 5.032843  -0.5663
N: 1.576702 -2.776218 6.020823  0.8972
O: 1.251905 -2.728732 7.200082  -0.5358
O: 2.290247 -3.621137 5.487124  -0.5140
H: 0.095604 -1.353882 5.465210  0.3428
H: 0.729630 -2.280140 4.109887  0.0736
H: 1.727386 -0.984874 4.808310  0.3234
C: 1.650918 3.447353 -3.205465  0.0633
O: 1.752553 4.502899 -3.756836  -0.6037
N: 1.974564 2.284866 -3.839478  0.1498
C: 1.740218 1.011362 -3.204652  -0.6057
C: 2.334597 2.152660 -5.295034  -0.9035
H: 1.384803 3.361045 -2.140596  0.4089
H: 0.673778 0.795919 -3.138420  0.0263
H: 2.054106 1.032811 -2.161048  0.1327
H: 2.058241 0.097230 -3.705963  0.3800
H: 1.404650 1.901332 -5.805071  0.3322
H: 2.629168 3.084285 -5.778156  0.3234
H: 3.070966 1.359669 -5.425583  0.2927
C: 3.058045 -2.391931 1.995853  0.0817
O: 3.760767 -1.683727 2.683164  -0.6242
N: 3.378713 -2.736910 0.743719  0.1629
C: 2.372593 -3.432535 -0.173627  -0.8945
C: 4.623740 -2.321497 0.116728  -1.0189
H: 2.077453 -2.793009 2.295490  0.4021
H: 2.719369 -4.431628 -0.437544  0.4187
H: 2.227016 -2.983651 -1.156179  0.2448
H: 1.418559 -3.654640 0.304484  0.2176
H: 5.269825 -1.597893 0.613790  0.3181
H: 5.263231 -3.172558 -0.117475  0.3355
H: 4.394623 -1.854144 -0.840967  0.3418
C: -4.185673 0.776843 -3.934680  -0.0344
O: -5.413446 0.617975 -4.172956  -0.6179
N: -3.602374 1.721370 -3.119672  0.2145
C: -2.140423 1.786432 -3.032584  -0.8257
C: -4.418000 2.545997 -2.208304  -1.0519
H: -3.480905 0.193384 -4.547120  0.4095
H: -1.730812 1.264313 -3.897287  0.3612
H: -1.839302 1.468994 -2.034254  0.0493
H: -1.803543 2.801206 -3.244375  0.4450
H: -4.637098 3.476268 -2.732428  0.3504
H: -5.354293 2.083413 -1.896122  0.3338
H: -3.818135 2.832247 -1.344404  0.3685
C: -2.787053 -3.187762 -0.155876  0.2588
O: -3.032038 -3.840075 0.804059  -0.3142
N: -3.651161 -2.961750 -1.221241  0.2847
C: -3.152825 -2.211612 -2.394060  -1.0778
C: -4.966008 -3.534333 -1.330499  -0.8368
H: -1.813377 -2.711839 -0.349921  0.2438
H: -3.569457 -1.215273 -2.246304  0.5420
H: -3.485185 -2.759558 -3.275761  0.3553
H: -2.070501 -2.171221 -2.516720  0.3170
H: -5.073146 -4.094220 -2.259553  0.3434
H: -5.276746 -4.109835 -0.458531  0.3551
H: -5.734581 -2.771501 -1.454978  0.3854
C: -2.706135 -0.747268 3.204104  -0.0258
O: -2.652086 -1.930556 2.788837  -0.5742
N: -3.256245 0.249215 2.534288  0.2273
C: -3.421828 1.670290 3.023076  -0.8506
C: -3.671608 0.092870 1.145485  -0.5333
H: -2.749021 -0.582053 4.291791  0.4415
H: -3.123881 1.685559 4.071455  0.3015
H: -4.390124 2.106085 2.776921  0.2990
H: -2.665390 2.273658 2.521229  0.3075
H: -3.522929 -0.910406 0.746183  -0.4258
H: -4.742762 0.239395 1.006704  0.4601
H: -3.138436 0.824638 0.538578  0.3789
C: 3.694986 3.263858 0.620852  0.0342
O: 2.936783 2.630627 -0.126609  -0.5692
N: 4.465413 2.769274 1.542739  0.2088
C: 5.164538 3.669744 2.481967  -0.8308
C: 4.324389 1.332718 1.927826  -0.8704
H: 3.791341 4.358727 0.556245  0.2595
H: 5.250096 4.658522 2.031292  0.3088
H: 6.139919 3.306662 2.805865  0.2617
H: 4.570933 3.715665 3.394994  0.3585
H: 3.561513 1.073365 2.661891  0.3335
H: 4.123719 0.637768 1.112432  0.1001
H: 5.272856 0.962585 2.317083  0.3972

Atomic forces in eV per Å
-0.551 -0.302 -0.589
1.821 1.445 0.482
0.299 -0.702 -0.347
-1.487 -0.429 -0.190
-0.154 0.290 0.367
0.216 -0.214 0.465
-0.043 -0.174 -0.247
-0.626 0.187 0.428
-0.096 -0.536 -0.757
0.460 0.164 -1.331
-0.441 0.650 0.927
0.232 0.034 0.175
0.280 -0.266 0.267
0.187 -0.267 0.264
0.840 -1.121 -0.398
-0.251 1.761 -0.512
0.861 -1.213 -1.151
-1.256 -0.174 1.152
-1.177 0.770 0.901
-0.074 -0.384 -0.037
-0.591 0.153 0.018
0.441 -0.129 -0.115
0.935 0.557 -0.244
0.003 -0.435 -0.259
0.347 0.037 0.606
-0.023 0.210 0.091
0.099 0.346 -0.447
-0.131 0.180 0.748
-1.287 -0.817 -1.931
1.335 -0.592 0.773
0.333 0.011 -1.033
-0.038 -0.029 0.234
0.494 -0.127 0.221
0.055 0.814 0.403
0.042 0.643 0.314
-0.672 -0.164 0.749
-0.106 -0.246 0.124
-0.171 0.006 -0.142
-2.565 0.913 -0.883
2.912 0.401 1.427
-0.862 -1.564 -0.158
-0.836 0.714 -0.503
0.558 0.420 -0.754
0.353 0.064 0.320
0.154 -0.641 0.496
0.526 -0.181 -0.293
-0.077 0.264 0.450
-0.296 0.076 0.097
0.201 -0.227 -0.246
0.040 -0.254 0.077
1.891 0.702 -0.056
-0.932 -0.751 0.466
-0.497 -0.143 -1.405
-0.144 -0.833 0.286
-0.657 -0.125 0.436
-0.107 0.032 0.148
-0.085 0.219 -0.581
-0.580 0.535 -0.062
0.047 0.073 0.868
0.373 -0.276 -0.021
0.557 -0.074 -0.041
0.165 0.652 -0.008
-2.360 -3.101 0.782
0.973 2.021 0.137
-0.837 2.245 -1.414
1.499 -1.388 -0.199
-0.104 -0.069 -0.325
1.082 0.339 0.047
-0.617 0.107 0.091
-0.096 -0.471 0.367
-0.005 0.135 -0.209
0.559 0.097 0.438
-0.150 0.409 0.411
-0.027 -0.114 -0.190
-1.629 0.576 -2.166
0.346 0.319 0.726
1.174 -2.106 2.245
-0.636 -0.510 0.110
0.838 -0.200 -0.281
-0.089 0.038 -0.271
0.049 -0.123 0.113
0.043 -0.161 -0.536
-0.068 0.318 0.100
-0.123 0.696 0.251
-0.104 0.705 -0.497
0.034 0.311 0.233

Computed properties:
Spin multiplicity: 2
LUMO energy (alpha / beta), eV: -3.12 / -8.20
Charge: +1
Orbital gap (alpha / beta), eV: 7.59 / 2.51
Highest occupied orbital energy (alpha / beta), Eh: -0.39378 / -0.39378